The following is a DFT calculation (ωB97M-V/def2-TZVPD) of 13 unconnected molecules or ions with the total composition C46H76O34S2 at a distorted geometry.

Properties
molar mass	1237.2	u
charge	-2
calculated total energy	-5152.9271	Eh

CARTESIAN COORDINATES (ANGSTROEM)
O: -11.700588 -5.946167 31.565279
C: -12.297942 -4.942291 32.330325
C: -12.008513 -4.726653 33.884233
O: -12.501037 -3.650043 34.697956
H: -13.366695 -4.994377 32.122595
H: -12.067989 -4.025028 31.788264
H: -10.942390 -4.603859 34.075037
H: -12.201439 -5.700878 34.333419
C: -16.874475 -5.876468 31.863259
C: -16.232515 -5.391633 33.142482
C: -16.045720 -3.892354 33.269246
O: -16.984629 -3.520700 34.325844
C: -17.520856 -4.679852 34.879784
O: -18.304095 -4.782381 35.834080
O: -17.071799 -5.711299 34.181424
H: -17.789084 -5.346605 31.597138
H: -17.177216 -6.923503 31.876282
H: -16.117899 -5.837586 31.079560
H: -15.293388 -5.918137 33.312632
H: -16.153199 -3.259570 32.388263
H: -15.063993 -3.715199 33.708481
C: -8.952727 0.590596 35.610666
C: -8.164750 -0.585617 35.114000
C: -8.697776 -1.277163 33.937932
O: -7.528896 -1.599458 33.161774
C: -6.551871 -0.756687 33.456301
O: -5.507363 -0.608378 32.881585
O: -6.975972 -0.025268 34.493591
H: -8.353039 0.991204 36.427976
H: -9.879189 0.212614 36.042960
H: -9.047672 1.394177 34.880363
H: -7.866621 -1.211220 35.955322
H: -9.356283 -0.575647 33.425741
H: -9.385321 -2.117633 34.032681
C: -9.355976 -6.054862 29.473662
C: -7.933094 -6.081727 28.843740
C: -7.733249 -7.218869 27.825061
O: -7.254602 -6.479604 26.710896
C: -7.164996 -5.189134 26.864354
O: -6.795959 -4.360473 26.083586
O: -7.651245 -4.905009 28.052883
H: -10.157920 -5.902289 28.751374
H: -9.324916 -5.271145 30.230572
H: -9.601755 -7.014859 29.927641
H: -7.226081 -6.084549 29.673331
H: -8.682502 -7.697068 27.583517
H: -6.966055 -7.918541 28.156687
C: -14.746726 -3.497825 29.590303
C: -14.444834 -2.035661 29.656723
C: -15.137920 -1.139817 28.634239
O: -15.663576 -0.123962 29.424644
C: -15.418979 -0.357741 30.704507
O: -15.518262 0.483029 31.598244
O: -14.855196 -1.532465 30.855232
H: -14.354599 -3.958756 28.683725
H: -15.834931 -3.444823 29.623524
H: -14.344385 -4.003153 30.468280
H: -13.364293 -1.895919 29.688254
H: -15.986368 -1.592232 28.120853
H: -14.388738 -0.835534 27.903323
C: -8.376659 -6.257733 32.923394
C: -8.037878 -4.906290 33.523134
C: -8.180821 -4.926300 35.060708
O: -6.931216 -4.356910 35.467347
C: -6.039419 -4.374180 34.471653
O: -4.841192 -4.068385 34.567350
O: -6.652692 -4.715274 33.329899
H: -7.841079 -6.367213 31.980389
H: -9.453915 -6.372827 32.803532
H: -8.033893 -7.134496 33.472864
H: -8.684149 -4.211025 32.987356
H: -8.408757 -5.904412 35.484308
H: -9.043452 -4.341735 35.380477
C: -12.127823 -2.567538 38.804053
C: -11.069819 -3.354086 37.899813
C: -10.067653 -2.452571 37.149847
O: -8.809115 -2.912125 37.591474
C: -8.931285 -3.936902 38.470973
O: -8.097703 -4.558488 39.019481
O: -10.259617 -4.129197 38.744584
H: -12.600784 -3.300011 39.458187
H: -12.843175 -1.992271 38.216321
H: -11.680184 -1.848486 39.490122
H: -11.624335 -3.912216 37.145421
H: -10.273169 -1.428878 37.462760
H: -10.267934 -2.519202 36.080482
C: -12.281373 -0.216876 35.044630
C: -13.665282 -0.432385 34.427679
C: -14.464726 -1.363141 35.282087
O: -15.716294 -0.692031 35.444828
C: -15.648541 0.590303 34.997009
O: -16.625885 1.350233 34.931235
O: -14.475986 0.719459 34.325438
H: -11.755245 -1.141153 34.805879
H: -12.215081 -0.118860 36.128187
H: -11.902738 0.724502 34.646444
H: -13.580396 -0.841873 33.421094
H: -13.991363 -1.561535 36.243675
H: -14.619744 -2.216461 34.621845
C: -10.339473 -7.933974 36.903512
C: -11.145462 -8.726508 35.884277
C: -10.568201 -8.399883 34.498346
O: -10.159715 -9.644391 34.035138
C: -10.252905 -10.562075 34.968206
O: -9.858631 -11.727255 34.915418
O: -10.813767 -10.101078 36.057667
H: -10.308790 -6.844507 36.918392
H: -9.291811 -8.220720 36.812483
H: -10.612944 -8.234081 37.915066
H: -12.232241 -8.686071 35.810896
H: -9.713473 -7.724540 34.460233
H: -11.353297 -7.971245 33.875451
C: -15.367568 -4.054440 37.597398
C: -15.179798 -5.553391 37.415958
C: -13.842016 -5.941280 36.929092
O: -13.812751 -7.307635 37.421950
C: -14.579928 -7.341319 38.598787
O: -14.619866 -8.265908 39.443185
O: -15.197239 -6.129795 38.693906
H: -14.441798 -3.742928 38.081147
H: -16.248126 -3.834235 38.200892
H: -15.438160 -3.578315 36.619424
H: -16.010896 -6.068300 36.934035
H: -12.998597 -5.418966 37.380677
H: -13.797371 -5.895595 35.840957
C: -14.489560 -8.549647 33.519245
C: -13.906519 -8.543979 32.092555
C: -12.631078 -9.317536 31.926247
O: -12.809769 -10.212720 30.863988
C: -14.057013 -10.240275 30.595974
O: -14.501952 -11.008200 29.772257
O: -14.764327 -9.295518 31.350898
H: -15.566291 -8.389167 33.573992
H: -13.983314 -7.886096 34.220328
H: -14.407054 -9.581163 33.861693
H: -13.914868 -7.520029 31.718984
H: -12.335445 -9.817526 32.848587
H: -11.855035 -8.563874 31.792685
C: -14.608240 -6.582889 28.163361
S: -14.109366 -8.328770 27.820448
O: -13.932290 -8.276355 26.282999
C: -12.384298 -8.120241 28.397192
H: -15.376414 -6.251153 27.464798
H: -13.771233 -5.965091 27.838012
H: -14.851648 -6.332291 29.195856
H: -12.515916 -7.909720 29.458533
H: -11.903228 -7.314635 27.842502
H: -11.766445 -8.979124 28.135113
C: -10.699493 -2.888082 28.581663
S: -10.526750 -1.234877 29.258295
O: -11.725245 -0.379144 28.768422
C: -10.759823 -1.774911 30.944290
H: -11.714532 -3.248822 28.747954
H: -9.965497 -3.578314 28.997518
H: -10.502064 -2.901550 27.509768
H: -11.794581 -1.956625 31.234731
H: -10.307678 -0.999007 31.562066
H: -10.173422 -2.665151 31.171680

Cartesian forces, eV/Å:
O 0.308 -0.545 1.449
C 0.441 0.379 -1.041
C 0.338 1.050 0.723
O -0.750 -0.820 -1.328
H -1.255 -0.085 0.782
H 0.228 1.097 0.339
H 1.078 -0.510 -0.917
H -0.503 -0.852 0.369
C 0.245 -0.438 -0.616
C 0.439 -0.175 -1.741
C 0.612 0.408 1.343
O -1.018 -1.117 0.526
C -1.334 1.206 1.316
O 2.429 0.735 -2.747
O -1.332 -1.420 2.093
H 0.214 0.444 -0.039
H 0.195 -0.160 0.519
H -0.184 0.381 -0.282
H 0.130 0.122 -0.153
H -0.416 -0.224 0.065
H 0.276 0.057 -0.322
C 0.407 -0.214 0.973
C 1.039 1.017 0.195
C -1.292 -0.512 -1.263
O -1.168 -1.560 -0.925
C 0.734 0.888 -0.049
O -1.036 -0.344 0.471
O 0.970 0.838 1.229
H -0.154 0.219 0.164
H -0.180 0.464 -0.265
H -0.385 -0.346 -0.159
H 0.127 -0.263 -0.147
H 0.398 0.379 -0.598
H 0.630 -0.544 0.402
C 1.211 0.249 -0.517
C -1.376 -0.271 0.340
C 0.235 1.291 0.714
O 0.896 -2.762 -2.466
C -0.592 1.223 0.326
O 0.179 -0.628 -0.180
O -0.689 1.038 2.162
H 0.178 0.358 -0.133
H -0.643 -0.259 0.079
H 0.275 0.085 0.370
H 0.242 -0.137 -0.198
H 0.185 -0.119 -0.154
H -0.181 -0.152 -0.247
C -0.594 0.427 0.048
C 2.034 -1.142 -1.473
C 0.439 -1.329 -0.740
O -0.570 1.601 -0.437
C 0.750 3.658 2.733
O -0.545 -2.239 -2.025
O -0.960 -0.325 2.833
H -0.235 0.082 0.022
H -0.271 -1.098 -0.152
H 0.020 -0.086 -0.042
H 0.050 0.266 -0.742
H 0.108 -0.415 -0.085
H -0.204 0.639 0.060
C 0.019 -0.559 -0.336
C -0.817 -2.453 0.328
C -0.578 0.925 -0.906
O -0.180 -0.204 1.221
C 2.853 1.143 -0.282
O -3.630 -1.049 -0.116
O 0.886 0.615 -0.300
H -0.396 0.242 -0.330
H -0.144 0.211 -0.484
H 0.309 0.258 0.576
H 0.488 0.685 0.264
H 0.847 -0.288 -0.062
H 0.361 0.572 0.095
C 1.227 -0.677 -0.499
C -1.686 1.991 0.435
C -1.702 0.079 0.726
O 1.031 -0.218 -0.246
C -2.081 0.561 0.284
O 1.185 -0.119 -0.116
O 0.545 -0.667 -0.188
H -0.364 -0.015 -0.261
H -0.105 -0.397 -0.169
H 0.560 -0.001 -0.120
H 0.060 -0.477 0.115
H 0.608 0.193 0.043
H 0.539 -0.279 -0.123
C -0.471 0.522 -0.692
C 0.835 -0.053 0.639
C -0.786 -0.498 -0.945
O -0.458 0.769 0.986
C -2.408 -0.169 -2.229
O 3.327 -1.725 0.881
O -0.353 1.915 0.881
H 0.465 0.133 -0.328
H -0.707 0.029 0.214
H 0.635 -0.310 -0.315
H 0.248 0.171 -0.039
H -0.276 -0.324 -0.139
H -0.008 -0.433 1.202
C -0.213 -0.396 1.442
C 0.969 1.337 -0.513
C -0.988 0.956 0.182
O 0.730 -0.900 -1.896
C 1.334 -4.028 0.511
O -0.652 2.364 -0.666
O -0.612 0.453 1.045
H -0.695 0.048 -0.614
H 0.067 -0.236 -0.273
H -0.160 0.037 0.095
H 0.084 0.496 0.823
H -0.211 -0.080 0.425
H 0.204 0.009 -0.361
C 0.245 -0.663 -0.441
C -1.009 1.917 0.174
C -0.068 -0.981 -0.734
O -0.545 -0.927 1.391
C 0.884 -1.590 1.629
O 0.142 3.470 -3.508
O 0.218 -2.167 2.079
H -0.274 0.453 0.120
H 0.103 0.020 -0.100
H -0.053 0.122 0.097
H 0.113 0.336 -0.911
H -0.225 0.234 -0.054
H 0.413 -0.214 0.053
C 0.406 -0.694 0.089
C -0.532 1.156 2.130
C 2.185 2.027 2.001
O 2.448 0.578 0.915
C -3.450 -0.957 -1.625
O -0.483 1.150 1.126
O -1.691 -2.967 -3.301
H 0.024 0.541 -0.438
H 0.099 0.058 -0.089
H 0.273 -0.095 0.338
H 0.660 0.122 -0.215
H -0.291 -0.584 -0.152
H 0.395 -0.201 -0.808
C 0.579 0.249 -0.278
S 1.148 1.479 -2.819
O -0.642 -0.479 1.852
C -0.633 0.013 -0.046
H -0.464 -0.710 0.189
H 0.356 -0.172 0.261
H -0.019 -0.331 -0.016
H 0.814 0.090 0.154
H -0.522 0.414 0.170
H -0.527 -0.460 0.496
C -0.108 -0.354 -0.765
S -1.061 0.771 -1.124
O 1.581 -1.581 0.992
C 0.238 0.489 0.896
H 0.023 -0.065 0.198
H -0.125 0.299 0.331
H -0.098 0.411 -0.062
H 0.011 0.100 -0.170
H -0.394 0.201 0.053
H -0.055 -0.173 -0.407